16
Properties=species:S:1:pos:R:3:forces:R:3 method="wB97M-V/def2-TZVPD" orbital_gap_ev=10.92 e_tot_ev=-11709.6292 de_lowest_kcal_mol=88.7 smiles=C1CN1Cc1nnn[nH]1 lumo_energy_ev=0.8
N -3.098708 0.945599 -1.138327 -0.9 0.5 -0.4
N 0.772646 -0.604498 0.303836 -0.4 -0.5 -0.1
N -2.736032 -0.122738 -1.704934 0.0 -1.1 -0.9
N -2.311011 1.249702 -0.112512 0.9 0.2 0.9
N -1.664190 -0.577234 -1.046640 0.2 0.8 0.9
C 1.757428 0.121094 -0.461808 0.2 0.3 -0.4
C -1.408954 0.300798 -0.044732 -0.2 -0.4 -0.6
C 2.099305 -0.468371 0.849482 0.3 -0.1 0.3
C -0.292571 0.155866 0.919743 0.1 0.1 0.3
H -1.161712 -1.414361 -1.295615 -0.1 0.1 -0.1
H 2.674206 -1.382291 0.892468 0.1 0.0 0.0
H -0.646480 -0.400779 1.796190 0.1 0.1 -0.1
H 0.012439 1.159693 1.255317 0.0 -0.1 0.0
H 1.668832 1.199992 -0.531666 0.0 0.0 0.1
H 2.247767 0.202704 1.688308 -0.1 0.1 0.0
H 2.087034 -0.365177 -1.369110 0.0 0.0 -0.1

16
Properties=species:S:1:pos:R:3:forces:R:3 method="wB97M-V/def2-TZVPD" total_charge=-1 orbital_gap_ev="4.92 / 6.76" e_tot_ev=-17127.4005 lumo_energy_ev="2.9 / 2.9" multiplicity=3 s_squared=2.00
Pd 2.479270 1.235674 -0.045762 -2.1 13.5 -0.9
O -1.278553 1.823794 -0.378321 0.3 -1.7 -0.2
O 2.843172 -0.366567 0.061884 3.0 -12.6 0.8
O -0.737040 -1.089710 0.216986 -0.1 -0.5 1.9
O -1.949243 0.559326 1.375089 0.7 0.0 -1.2
O -2.885752 0.263353 -0.640167 0.6 -0.7 -0.3
C 0.473369 -0.438427 -0.057964 -0.1 0.0 0.6
C 1.765134 -1.238624 0.040698 -0.5 -1.3 0.1
C -1.849159 0.791839 0.097960 -2.6 3.0 2.7
Li 0.337398 2.616956 -0.253378 -0.2 -0.2 0.0
H -2.518072 -0.033117 -1.480241 -0.1 0.2 -0.1
H 0.558482 0.345964 0.723228 0.2 0.3 -0.3
H 1.807360 -1.936301 -0.822018 0.1 0.1 0.2
H 1.702080 -1.860843 0.958177 0.1 0.2 -0.2
H 0.444676 0.013666 -1.071199 -0.2 0.0 0.3
H -1.193122 -0.686989 1.275024 0.8 -0.2 -3.4

55
Properties=species:S:1:pos:R:3:forces:R:3 method="wB97M-V/def2-TZVPD" total_charge=+1 orbital_gap_ev="6.53 / 5.61" e_tot_ev=-86272.9997 de_lowest_kcal_mol=0.0 lumo_energy_ev="-3.0 / -6.8" multiplicity=5 s_squared=6.06
Pd -0.119222 0.719339 -0.452718 -0.3 0.3 -0.1
Cl -4.541341 -0.797045 -1.795705 0.0 0.0 -0.1
Cl -4.285893 0.262763 0.883276 0.0 0.0 -0.1
Cl -4.957085 2.024397 -1.326850 0.0 0.0 0.0
P 2.618404 0.956109 0.538334 0.0 -0.8 -0.3
O -2.075087 1.911636 -0.472327 0.2 -0.3 0.0
O -1.799279 0.016511 -1.564845 0.6 0.0 0.2
N -0.439182 9.976908 0.156695 0.0 0.0 0.0
C 6.957930 0.388249 1.928059 0.0 0.0 0.0
C 1.144848 3.436501 -0.050077 0.1 0.4 -0.1
C 4.360251 0.776868 1.064421 -0.4 0.4 -0.2
C -0.393585 6.587830 1.022919 0.0 0.1 0.0
C 0.234865 0.058433 1.594229 0.2 -0.1 0.1
C 1.423096 2.198396 -0.160398 -0.2 -0.3 0.2
C 6.323002 -0.598070 1.184246 0.0 0.0 0.0
C 0.960938 6.982172 -0.962658 0.0 0.1 0.0
C -4.046952 0.595836 -0.854648 0.0 0.0 0.0
C -0.062068 5.259433 0.993787 0.0 -0.1 0.0
C 0.805019 4.763411 -0.018021 0.0 -0.1 0.0
C 4.993814 1.768069 1.807804 0.0 0.0 0.0
C -0.613321 -0.451907 2.549541 -0.2 0.1 -0.1
C 1.531864 -1.129214 -1.046690 0.4 -0.2 0.1
C 0.121585 7.465039 0.054737 0.1 -0.3 0.0
C 3.094113 0.382124 -2.116147 0.1 0.0 -0.1
C 1.849968 -1.201107 -3.435127 0.0 0.0 0.0
C -0.194627 8.854375 0.108515 -0.1 0.2 0.0
C 1.229224 -1.678466 -2.295315 0.0 -0.1 0.0
C 6.296246 1.566742 2.238722 0.0 0.1 0.1
C 1.601339 0.219257 1.840010 0.0 0.1 -0.2
C 2.119415 -0.135980 3.084243 0.0 0.0 -0.1
C 2.463488 -0.080186 -0.963252 -0.1 0.0 0.2
C -0.079929 -0.828820 3.782347 0.0 0.0 -0.1
C 1.303745 5.657167 -1.005699 0.0 0.0 0.0
C 1.272299 -0.667448 4.045744 0.0 0.0 0.1
C 5.024351 -0.407350 0.741491 0.0 0.1 0.1
C -2.534890 0.883655 -1.002216 -0.6 0.4 0.2
C 2.799289 -0.186807 -3.343137 0.0 0.1 0.1
H 1.949143 5.275923 -1.784562 0.0 0.0 0.0
H -1.673739 -0.561976 2.359459 0.0 0.0 0.0
H 4.476310 2.688694 2.049283 0.0 0.0 0.0
H 1.612428 -1.626834 -4.400586 0.0 0.0 0.0
H 3.171519 0.008829 3.295779 0.0 0.0 0.0
H 7.975337 0.237916 2.263412 0.0 0.0 0.0
H -0.734622 -1.258916 4.528843 0.0 0.0 0.0
H 1.331529 7.667808 -1.712214 0.0 0.0 0.0
H 4.531645 -1.175212 0.161154 0.0 0.0 0.0
H 3.811811 1.191981 -2.048040 0.0 0.0 0.0
H 6.838983 -1.518467 0.945656 0.0 0.0 0.0
H 6.796114 2.332765 2.816414 0.0 0.0 0.0
H 1.171012 -1.617410 -0.148295 -0.1 0.1 0.0
H -0.461648 4.570398 1.724962 0.0 0.0 0.0
H 0.522610 -2.494947 -2.362453 0.0 0.0 0.0
H -1.057475 6.969512 1.786053 0.0 0.0 0.0
H 1.671897 -0.951808 5.009800 0.0 0.0 0.0
H 3.296610 0.172419 -4.234129 0.0 0.0 0.0

75
Properties=species:S:1:pos:R:3:forces:R:3 method="wB97M-V/def2-TZVPD" total_charge=+1 orbital_gap_ev=3.89 e_tot_ev=-40905.1403 de_lowest_kcal_mol=33.5 lumo_energy_ev=-5.3
N -2.870621 -1.759417 -2.174123 -0.5 0.1 1.0
N 0.476019 4.070038 2.744381 0.8 -0.5 -0.5
C -1.707745 1.874997 4.864750 0.2 0.3 -0.3
C 3.587250 -1.125993 4.129323 -0.1 0.5 -0.1
C -3.542332 -0.968736 -3.200921 0.1 -0.1 -0.4
C -3.484510 -3.057643 -1.844635 0.3 0.0 -0.3
C 1.691837 -1.701988 -1.341958 -0.4 -0.4 -0.4
C -0.259006 3.033697 3.345221 0.5 -0.5 0.5
C 3.506039 -2.832124 -2.507535 -0.5 0.5 0.0
C 0.763622 -2.647891 -1.849279 1.6 0.1 0.4
C 0.610311 1.192004 -3.554457 0.1 0.3 0.1
C 1.486795 3.540140 1.999784 -1.4 -0.5 -0.6
C 2.253563 1.112884 1.383964 1.6 0.8 0.7
C 1.470501 2.102013 2.069872 -0.5 0.1 0.2
C 3.027336 -0.031281 3.458302 -0.2 -0.4 0.5
C 0.366017 1.816558 2.982978 -0.1 0.2 0.7
C -1.270121 3.090575 4.309509 -0.2 -0.5 0.0
C 3.903124 -0.882988 1.378725 -0.8 0.3 -0.1
C -0.651202 2.128434 -1.718688 0.3 0.1 -0.3
C -5.060763 -0.895865 -3.045850 0.6 0.4 -0.1
C -0.931774 -0.215300 -2.303477 0.1 -0.1 -0.3
C 4.371009 -2.020505 2.034093 0.4 0.3 -0.5
C 0.006196 -0.042914 -3.328926 -0.2 0.0 -0.1
C 1.256252 -3.694818 -2.663176 -0.5 0.3 0.1
C -0.078610 0.628760 3.546875 -0.4 -0.1 0.4
C 0.294687 2.292921 -2.745552 -0.3 -0.6 0.2
C 3.037400 0.066044 2.041944 -0.2 -0.2 0.0
C -1.503456 -1.595806 -2.026015 0.7 -0.7 0.4
C -0.669382 -2.613507 -1.609566 -1.6 0.7 -0.3
C -1.270413 0.895424 -1.512114 0.0 -0.2 0.1
C -5.664316 -2.254789 -2.792325 0.0 -0.2 0.3
C -4.984428 -2.967700 -1.622705 -0.3 0.1 -0.1
C 4.200119 -2.167598 3.412304 -0.1 0.7 0.0
C -1.106022 0.661543 4.497380 0.4 0.0 -0.4
C 2.597971 -3.786058 -3.001052 0.6 0.1 0.2
C 0.193380 5.499029 2.890867 -0.2 0.3 0.2
C 2.421744 4.406357 1.262777 0.8 0.0 -0.2
C 3.028613 -1.759758 -1.723199 0.2 -0.7 -0.3
H -1.708343 4.033943 4.637436 0.1 -0.3 -0.2
H -3.036121 -3.455460 -0.928515 0.1 0.2 -0.2
H 0.525803 -4.412665 -3.066618 0.4 0.3 0.2
H 4.213394 -0.668854 0.357200 -0.4 -0.4 0.2
H 1.973988 4.881865 0.364811 0.1 -0.3 0.6
H 1.006649 6.072427 3.355902 0.0 -0.5 -0.1
H 3.719252 -0.967750 -1.421531 -0.2 -0.4 -0.2
H 0.757823 3.262861 -2.921716 -0.1 -0.2 0.0
H -5.189275 -2.477708 -0.662018 0.0 0.1 -0.2
H -6.739328 -2.169044 -2.618297 0.0 -0.1 -0.1
H -2.028328 0.797879 -0.726478 0.3 -0.1 -0.3
H 4.652819 -3.018454 3.925260 -0.3 0.2 -0.1
H 2.816305 5.190792 1.936941 -0.1 -0.3 -0.5
H -3.307374 -3.790387 -2.661295 0.2 0.2 0.2
H 0.256600 -0.892857 -3.970390 0.0 0.3 0.3
H 4.948320 -2.777698 1.476677 -0.3 0.6 0.3
H -1.110036 -3.557050 -1.278625 0.1 0.2 -0.5
H 2.371767 1.257026 0.294809 0.4 0.0 0.5
H 4.569637 -2.877226 -2.749353 -0.4 0.0 -0.1
H 2.551907 0.773204 4.032186 0.2 -0.5 -0.2
H 0.433309 -0.290609 3.273065 -0.3 0.0 0.2
H -3.310054 -1.393395 -4.200219 0.0 0.1 0.2
H -5.392581 -3.986260 -1.560893 0.2 0.2 0.1
H -0.904116 2.982286 -1.082879 0.0 -0.3 -0.2
H 2.938698 -4.599235 -3.659911 -0.1 0.5 0.4
H 1.340779 1.292838 -4.367096 -0.4 0.0 0.4
H -1.407283 -0.265570 4.984498 0.0 0.3 -0.2
H -5.284176 -0.164305 -2.263727 -0.2 -0.2 0.1
H 3.557426 -1.148314 5.221810 0.0 0.0 -0.4
H -3.135877 0.043416 -3.169656 0.0 -0.1 -0.2
H -2.532239 1.853852 5.585626 0.5 0.2 -0.2
H -0.027022 5.978195 1.929222 0.0 -0.3 0.1
H -5.438411 -0.494453 -3.990910 -0.1 0.1 0.1
H -0.678903 5.614919 3.541915 0.2 -0.1 -0.3
H 3.259303 3.762498 0.949074 -0.2 0.5 0.0
H 1.343891 -0.913415 -0.666425 0.0 -0.2 -0.3
H -5.503265 -2.866020 -3.687353 -0.2 0.0 0.0

20
Properties=species:S:1:pos:R:3:forces:R:3 method="wB97M-V/def2-TZVPD" orbital_gap_ev=9.35 e_tot_ev=-16245.1709 de_lowest_kcal_mol=49.1 smiles=CCSC.CC lumo_energy_ev=0.9
S 2.556421 -0.004510 -1.934760 -0.6 0.6 0.8
C 0.992959 -0.127453 -2.809294 -1.2 -0.1 1.1
C -1.686848 -1.278436 2.936697 -1.6 2.9 2.0
C -1.242042 -0.012864 2.123696 -3.8 3.8 0.6
C -0.249337 -0.173755 -1.814273 -0.1 1.0 -1.4
C 2.096779 1.323654 -0.724911 2.7 1.3 -0.9
H -0.906666 -1.650797 3.531036 1.4 -0.3 0.8
H 2.507437 2.332885 -1.176024 -1.1 -1.8 1.0
H 1.039892 1.389351 -0.455431 0.6 -0.1 0.0
H -0.301422 -0.242121 1.647631 0.2 0.4 -0.3
H -1.903897 -2.013041 2.263403 -0.7 -2.1 -1.9
H -0.412826 0.664298 -1.115523 0.4 0.2 -0.8
H -2.130599 0.373891 1.315755 2.6 -1.7 1.8
H -1.191421 -0.168632 -2.425152 0.8 -0.7 0.7
H 0.873575 0.726920 -3.488463 0.1 -0.5 -0.2
H -2.581779 -1.250203 3.702294 1.5 0.6 -1.8
H -1.221359 1.126346 2.724239 0.5 -3.7 -1.2
H 1.081849 -1.118723 -3.307623 -0.4 0.9 -0.1
H -0.096965 -0.963434 -1.113226 -0.4 -1.2 0.0
H 2.776250 1.066625 0.119928 -0.9 0.5 -0.2

18
Properties=species:S:1:pos:R:3:forces:R:3 method="wB97M-V/def2-TZVPD" total_charge=+1 orbital_gap_ev=12.73 e_tot_ev=-18236.8840 de_lowest_kcal_mol=32.4 lumo_energy_ev=-3.1
S -0.977081 0.125251 0.124225 -0.1 -1.1 -2.4
O -1.716341 1.160519 0.791160 -0.4 -0.1 -0.3
C 1.616774 0.670287 -0.339684 2.1 -0.1 -2.2
C 0.274093 0.685009 -1.125786 0.4 0.2 0.5
C 0.251304 -0.506625 1.220760 0.7 -1.8 2.1
C 1.225942 0.631773 1.096894 -1.3 1.1 0.5
C -2.017847 -1.253176 -0.714404 0.1 1.7 -1.1
H 0.297156 -0.013079 -1.944740 -0.3 -0.5 -0.2
H 2.361359 1.503586 -0.591364 -1.5 -0.8 0.2
H 0.759342 -1.488348 0.951770 -1.1 1.1 0.0
H -1.582681 -1.804279 -1.556022 1.3 -0.2 1.0
H 1.920457 0.576182 1.882128 1.6 -0.4 0.5
H -0.065392 -0.534223 2.312550 -0.4 -0.3 -1.6
H 0.034758 1.644596 -1.551608 -0.6 0.5 0.3
H 2.157259 -0.259430 -0.775294 -0.7 1.2 1.5
H 0.636724 1.534335 1.429146 0.7 -0.4 -0.8
H -2.324588 -1.792065 0.141263 -0.5 -0.9 0.5
H -2.851233 -0.880316 -1.350994 0.1 0.8 1.4

76
Properties=species:S:1:pos:R:3:forces:R:3 method="wB97M-V/def2-TZVPD" orbital_gap_ev="4.98 / 6.05" e_tot_ev=-67144.0096 de_lowest_kcal_mol=46.6 lumo_energy_ev="-0.5 / -0.5" multiplicity=2 s_squared=0.87
Hg -0.743508 -0.267357 -0.831261 -0.9 -0.1 -0.3
P 0.037392 2.525643 -0.298061 0.0 0.1 0.6
P 2.065692 0.432643 -0.327661 0.1 0.2 0.5
N -3.964908 -0.203057 -0.505761 0.2 0.7 0.6
N 1.673992 2.091843 0.003639 0.2 0.3 -0.8
N -0.749008 -2.464457 -0.689361 0.8 0.4 0.1
C -0.594008 -7.306057 -0.646861 0.0 -0.1 0.0
C -1.435308 -4.671557 -0.900061 0.0 -0.3 0.1
C 6.586092 1.036543 -0.976861 0.0 0.0 0.0
C -1.135408 6.112143 -1.638561 -0.1 0.1 0.0
C -5.389508 -2.868657 -1.696961 -0.2 -0.1 0.3
C 1.237692 6.338343 -1.383761 0.1 0.2 0.0
C -3.067008 -0.409057 -1.319361 0.6 0.4 0.5
C -5.429308 -1.921757 -2.743161 0.2 0.1 -0.4
C -1.297308 2.860743 4.085139 -0.1 -0.1 0.0
C 3.875692 0.675543 -0.506361 -0.2 -0.4 -0.2
C 1.697692 -2.316657 2.622439 0.0 -0.1 0.1
C 4.795092 0.423943 0.504239 -0.2 0.1 0.0
C -0.288208 -6.386657 0.344839 0.0 0.0 0.1
C 1.880392 -0.292857 1.337239 0.1 -0.1 -0.3
C -0.546008 2.717343 1.423939 -0.1 0.1 -0.2
C -3.037208 -1.543457 -2.451561 0.2 -0.2 -0.1
C 5.675992 1.252543 -1.999461 0.1 0.1 -0.1
C -1.636308 1.986843 1.876539 0.1 0.0 -0.3
C -4.171408 -3.335757 -1.220861 0.2 0.0 -0.1
C 6.145292 0.612343 0.265539 0.1 0.0 0.1
C -2.009908 2.061043 3.207639 -0.1 0.0 0.2
C -1.773608 -5.608657 -1.871261 0.0 0.2 0.1
C -1.693208 -3.211857 -1.076361 0.1 0.0 0.1
C -0.705008 -5.076257 0.216639 -0.1 0.0 -0.1
C -0.226808 3.615043 3.627939 0.2 0.1 0.0
C -4.287108 -1.345757 -3.188261 -0.3 -0.2 -0.1
C 4.326792 1.065443 -1.767661 -0.1 0.0 0.1
C -1.341108 -6.919357 -1.747361 0.0 -0.1 0.0
C 1.321992 5.046343 -0.893661 -0.1 -0.2 0.1
C -2.977508 -2.777257 -1.636161 -0.3 -0.2 -0.3
C -1.057608 4.825043 -1.151561 0.1 -0.1 0.1
C 0.168992 4.282843 -0.769161 -0.1 -0.3 -0.3
C 1.877292 -1.685957 1.405839 0.1 0.1 -0.1
C 1.440792 -0.183457 3.694239 0.0 0.0 0.1
C 0.145692 3.549843 2.299339 -0.1 0.0 0.0
C 0.017892 6.871143 -1.760161 0.0 0.0 0.0
C 1.468692 -1.565857 3.765239 0.0 0.0 0.0
C 1.669092 0.456043 2.489139 0.1 0.1 -0.1
H -2.138408 -1.399057 -3.059361 -0.1 0.1 0.2
H -0.455508 -4.336757 0.964139 0.0 0.1 0.0
H -2.857008 1.491043 3.559439 -0.1 -0.1 0.0
H -2.197708 1.364743 1.186339 0.0 -0.1 0.0
H 2.014992 -2.263757 0.500639 -0.1 -0.1 0.0
H -4.146208 -4.158957 -0.520361 0.0 -0.1 0.1
H 6.859092 0.425543 1.054339 0.1 0.0 0.1
H 1.301992 -2.059057 4.711839 0.0 -0.1 0.1
H -2.087508 6.521443 -1.938561 -0.1 0.0 0.0
H 3.612192 1.220143 -2.567661 0.0 0.0 -0.1
H -6.371908 -1.687957 -3.218261 -0.1 0.0 0.0
H 7.640992 1.183843 -1.154361 0.1 0.0 0.0
H 1.675492 1.534143 2.442439 0.0 0.0 0.0
H 6.022992 1.557343 -2.976161 0.0 0.0 -0.1
H -1.944008 4.208643 -1.065861 -0.1 0.0 -0.1
H 2.308092 2.687543 -0.525661 0.1 -0.1 0.3
H 0.979992 4.134643 1.933639 0.1 0.0 0.0
H -1.575908 2.901843 5.128239 -0.1 0.0 0.1
H -4.288008 -0.617757 -3.984361 -0.1 0.1 -0.1
H -2.344108 -5.304257 -2.738561 0.0 0.1 0.0
H 4.452392 0.089643 1.473239 0.0 0.0 0.1
H -4.836308 -0.739657 -0.489161 0.0 -0.2 -0.4
H 2.134392 6.932243 -1.476761 0.1 0.1 0.0
H 1.721592 -3.395357 2.681539 0.0 -0.1 0.0
H -1.578808 -7.639457 -2.519161 0.0 0.0 0.0
H 0.286692 -6.687657 1.211039 0.0 0.0 0.0
H 1.234492 0.403043 4.578139 0.0 0.0 0.1
H -0.033308 7.873443 -2.156761 0.0 0.1 0.0
H -6.310908 -3.306857 -1.347961 -0.1 -0.1 0.1
H -0.240908 -8.323057 -0.563661 0.0 -0.1 0.0
H 2.291192 4.660943 -0.605461 0.1 0.0 0.0
H 0.317992 4.251843 4.311039 0.0 0.0 0.0

26
Properties=species:S:1:pos:R:3:forces:R:3 method="wB97M-V/def2-TZVPD" total_charge=+1 orbital_gap_ev=8.23 e_tot_ev=-26871.6566 de_lowest_kcal_mol=37.7 lumo_energy_ev=-3.7
S 0.527004 1.578082 0.648026 0.6 0.0 0.0
O 2.606658 -1.765003 0.055121 -0.1 0.0 -0.6
N 2.459005 2.477215 -0.951924 0.1 0.0 -0.2
N 0.535493 -0.837554 -0.465213 -0.4 -0.4 0.2
N -3.752136 0.969252 0.571791 -0.4 0.4 0.3
C 2.315197 -2.016549 1.424774 -0.2 -0.1 0.8
C 1.787656 -1.091822 -0.695537 0.5 0.7 -0.1
C -4.360372 -0.030783 -0.042458 0.0 -0.3 -0.2
C 2.174012 1.421973 0.101364 -0.6 -0.4 0.2
C -2.297706 -1.088621 -0.584537 0.0 0.3 0.2
C -0.203048 0.076497 0.009007 0.6 0.2 -0.1
C -3.677788 -1.104554 -0.608010 0.1 0.1 0.0
C -1.643713 -0.015836 0.038630 -0.9 -0.2 0.0
C -2.440735 0.973434 0.633399 0.6 -0.2 -0.2
H -1.716509 -1.866893 -1.053674 0.0 -0.1 0.0
H 2.778729 2.038102 -1.823076 -0.1 0.3 0.2
H -1.999297 1.798693 1.176048 0.1 0.1 0.0
H 2.875497 1.524358 0.920797 0.1 0.1 -0.1
H 3.174148 3.147929 -0.647999 -0.2 -0.1 -0.1
H 1.401154 -1.519534 1.748603 0.1 0.0 -0.1
H 2.143434 -1.026846 -1.724987 0.0 0.1 0.2
H 1.588870 2.992723 -1.145237 0.3 -0.1 -0.1
H -4.214866 -1.915791 -1.069566 -0.1 -0.1 -0.1
H 2.217872 -3.095490 1.559906 0.0 0.2 -0.1
H 3.161117 -1.656438 2.011510 -0.1 0.0 -0.1
H -5.439686 0.033447 -0.086754 -0.1 -0.1 0.0